Computed, not measured: the molecule C5H10O, with ωB97M-V/def2-TZVPD.

Each line ends with the Mulliken charge.
CARTESIAN COORDINATES (ANGSTROEM)
C 2.418 0.376 -0.207  -1.1539
C 1.199 -0.460 0.082  -0.2336
C -1.248 -0.358 -0.482  -0.2585
C -2.394 -0.020 0.492  -1.1090
C -0.036 0.362 -0.034  0.3515
O -0.095 1.555 0.197  -0.5931
H 2.250 1.363 0.231  0.3015
H 3.319 -0.075 0.203  0.3523
H 2.528 0.503 -1.289  0.3038
H 1.120 -1.371 -0.525  0.3216
H 1.129 -0.781 1.131  0.2334
H -1.128 -1.435 -0.640  0.3015
H -1.943 0.198 1.472  0.3161
H -2.932 0.880 0.207  0.2518
H -3.098 -0.844 0.653  0.3537
H -1.088 0.107 -1.490  0.2610

E_tot: -271.7261 Eh
ΔE to the lowest compared entry with this formula, charge and spin: 0.720 eV
HOMO: -9.45 eV
SMILES: CCC(=O)CC